Record 1
Molecular formula: C22H26Cl2N5O2Rb
Method: DFT, ωB97M-V with the def2-TZVPD basis set

- Highest occupied orbital energy: -6.5741 eV
- Gap between HOMO and LUMO: 6.64 eV
- Max |F|: 1.29 eV/Å

```
! RIJCOSX wB97M-V def2-TZVPD def2/J DEFGRID3
* xyz 0 1
Rb -0.726 -0.673 -1.466
C -2.422 -2.623 0.841
C -2.379 -3.897 0.287
C -1.340 -4.758 0.614
C -0.344 -4.344 1.488
C -0.391 -3.073 2.043
C -1.432 -2.210 1.725
H -3.237 -1.952 0.593
H -3.158 -4.219 -0.393
H -1.306 -5.752 0.186
H 0.474 -5.011 1.730
H 0.390 -2.751 2.721
H -1.477 -1.212 2.140
N -2.322 5.040 -0.497
C -1.666 3.956 0.272
C -2.529 3.562 1.459
C -2.008 2.262 2.091
N -2.305 1.077 1.285
C -0.509 2.369 2.395
C 0.357 2.936 1.266
N 0.456 2.000 0.145
C -0.248 4.243 0.736
H -3.294 4.299 -1.224
H -1.662 5.480 -1.132
H -2.678 5.767 0.117
H -1.599 3.111 -0.412
H -3.570 3.423 1.152
H -2.510 4.373 2.199
H -2.525 2.124 3.045
H -1.880 1.174 0.370
H -3.305 1.006 1.129
H -0.139 1.381 2.680
H -0.380 3.019 3.266
H 1.342 3.167 1.692
H 0.888 1.119 0.410
H 1.095 2.359 -0.559
H 0.363 4.616 -0.092
H -0.246 5.008 1.520
Cl 4.057 1.510 -1.330
C 3.958 -0.219 -1.546
C 5.139 -0.929 -1.779
C 5.113 -2.284 -1.937
Cl 6.607 -3.142 -2.224
C 3.888 -2.991 -1.872
C 3.781 -4.390 -2.029
C 2.555 -4.985 -1.961
C 1.425 -4.179 -1.735
N 1.479 -2.880 -1.580
C 2.693 -2.265 -1.641
C 2.696 -0.817 -1.458
O 1.618 -0.181 -1.240
H 6.079 -0.395 -1.831
H 4.675 -4.972 -2.204
H 2.443 -6.055 -2.079
H 0.440 -4.632 -1.679
O -3.955 3.597 -1.783
C -3.457 2.440 -1.902
N -3.013 1.374 -2.011
*
```

Results of the natural (NBO) charge analysis, in e, for atoms 1 through 6:
1 Rb 0.96
2 C -0.26
3 C -0.22
4 C -0.22
5 C -0.21
6 C -0.21

Record 2
Molecular formula: C22H26Cl48NO
Method: DFT, ωB97M-V with the def2-TZVPD basis set

- Highest occupied orbital energy: -12.0606 eV
- Gap between HOMO and LUMO: 8.39 eV
- Max |F|: 1.08 eV/Å

```
! RIJCOSX wB97M-V def2-TZVPD def2/J DEFGRID3
* xyz 1 1
O -1.044 0.764 -0.986
C -0.301 -0.168 -1.173
C -0.195 -1.311 -0.168
C 0.668 -0.846 1.010
C 0.301 -1.226 2.412
N 1.312 -1.032 3.176
C 2.496 -0.541 2.445
C 2.180 -1.167 1.072
H 0.362 -0.198 -2.058
H 0.226 -2.194 -0.656
H -1.209 -1.521 0.180
H 0.592 0.260 1.055
H -0.633 -1.630 2.788
H 1.362 -1.193 4.183
H 2.456 0.548 2.332
H 3.404 -0.900 2.922
H 2.257 -2.246 1.233
H 2.796 -0.864 0.229
C 3.887 -4.325 3.537
Cl 3.774 -4.302 1.777
Cl 4.903 -3.008 4.126
Cl 2.276 -4.239 4.267
H 4.340 -5.261 3.838
C 0.015 0.630 6.994
Cl 0.438 1.442 8.482
Cl 1.477 -0.090 6.249
Cl -1.196 -0.619 7.219
H -0.378 1.361 6.298
C 1.173 1.606 -5.009
Cl 2.415 0.690 -4.141
Cl 1.525 1.660 -6.728
Cl -0.426 0.930 -4.692
H 1.208 2.622 -4.637
C 2.085 5.037 -1.696
Cl 1.215 4.565 -3.164
Cl 3.804 4.676 -1.854
Cl 1.821 6.737 -1.340
H 1.687 4.447 -0.880
C -4.134 -1.879 5.012
Cl -2.806 -1.128 4.099
Cl -5.502 -2.200 3.961
Cl -3.572 -3.342 5.815
H -4.440 -1.172 5.772
C -3.491 4.406 -5.097
Cl -4.798 4.182 -3.935
Cl -3.792 5.801 -6.128
Cl -1.939 4.559 -4.267
H -3.447 3.526 -5.725
C 4.567 4.855 -7.725
Cl 3.637 4.607 -9.201
Cl 5.146 6.518 -7.615
Cl 3.610 4.429 -6.305
H 5.427 4.200 -7.756
C -8.808 -4.071 2.267
Cl -7.891 -4.676 0.888
Cl -8.428 -2.370 2.573
Cl -10.537 -4.290 2.024
H -8.515 -4.639 3.140
C 2.212 -4.500 -2.268
Cl 0.927 -4.908 -1.127
Cl 1.794 -3.066 -3.203
Cl 3.738 -4.257 -1.418
H 2.334 -5.328 -2.954
C -6.722 -6.074 -2.812
Cl -8.125 -6.735 -1.978
Cl -7.196 -4.797 -3.932
Cl -5.529 -5.482 -1.650
H -6.263 -6.871 -3.382
C 2.962 2.944 4.542
Cl 1.684 3.559 3.490
Cl 4.383 2.478 3.594
Cl 3.382 4.089 5.805
H 2.536 2.072 5.016
C -2.521 4.284 3.334
Cl -1.326 4.994 2.246
Cl -3.949 3.771 2.450
Cl -1.834 2.925 4.248
H -2.825 5.043 4.044
C 8.702 7.873 -7.095
Cl 9.304 8.040 -5.446
Cl 7.641 9.216 -7.518
Cl 10.033 7.734 -8.242
H 8.119 6.963 -7.147
C -4.330 -8.646 0.653
Cl -4.815 -9.300 -0.914
Cl -5.437 -7.378 1.169
Cl -4.220 -9.927 1.859
H -3.346 -8.209 0.540
C -6.241 6.641 4.486
Cl -4.529 6.638 4.954
Cl -7.140 7.797 5.457
Cl -6.412 6.976 2.767
H -6.636 5.652 4.680
C 7.327 -6.210 -2.926
Cl 8.098 -5.076 -4.028
Cl 7.042 -5.461 -1.351
Cl 5.819 -6.828 -3.606
H 7.995 -7.048 -2.779
*
```

Results of the Löwdin charge analysis, in e, for atoms 1 through 6:
1 O 0.07
2 C -0.25
3 C -0.08
4 C -0.24
5 C 0.05
6 N 0.09

Record 3
Molecular formula: C22H26F3N3PPt
Method: DFT, ωB97M-V with the def2-TZVPD basis set

- Highest occupied orbital energy: -11.3901 eV
- Gap between HOMO and LUMO: 7.83 eV
- Max |F|: 0.47 eV/Å

```
! RIJCOSX wB97M-V def2-TZVPD def2/J DEFGRID3
* xyz 1 1
Pt 0.231 -0.113 1.570
C -2.768 3.552 0.447
C -2.574 3.464 -0.924
C -2.085 2.277 -1.455
C -1.817 1.229 -0.587
N -1.976 1.316 0.735
C -2.438 2.455 1.235
C -1.418 -0.124 -1.054
C -1.871 -0.684 -2.239
C -1.639 -2.027 -2.476
C -1.050 -2.808 -1.495
C -0.614 -2.193 -0.333
N -0.699 -0.857 -0.186
C -0.174 -2.921 0.880
C 0.058 -4.282 0.891
C 0.343 -4.917 2.091
C 0.377 -4.162 3.250
C 0.159 -2.797 3.164
N -0.103 -2.181 2.010
H -3.156 4.453 0.901
H -2.804 4.299 -1.571
H -1.923 2.176 -2.520
H -2.553 2.490 2.313
H -2.448 -0.096 -2.938
H -1.984 -2.482 -3.395
H -0.970 -3.876 -1.627
H 0.017 -4.849 -0.028
H 0.527 -5.982 2.116
H 0.578 -4.610 4.212
H 0.193 -2.170 4.040
C 2.348 -0.081 -1.446
C 1.661 1.244 -1.126
P 1.495 1.544 0.671
C 3.211 1.487 1.288
C 4.187 2.454 0.624
C 0.947 3.284 0.829
C 1.286 4.237 -0.315
H 2.285 -0.299 -2.512
H 1.894 -0.908 -0.900
H 3.405 -0.052 -1.179
H 0.657 1.282 -1.552
H 2.213 2.071 -1.574
H 3.535 0.451 1.164
H 3.167 1.659 2.362
H 4.217 2.333 -0.460
H 5.193 2.277 1.001
H 3.935 3.491 0.845
H 1.363 3.637 1.777
H -0.129 3.251 0.972
H 2.354 4.280 -0.524
H 0.960 5.246 -0.063
H 0.776 3.949 -1.235
F 1.036 1.735 3.637
C 0.859 0.405 3.396
F 1.992 -0.188 3.856
F -0.122 0.032 4.286
*
```

Results of the natural (NBO) charge analysis, in e, for atoms 1 through 6:
1 Pt 0.53
2 C -0.23
3 C -0.16
4 C -0.23
5 C 0.13
6 N -0.43

> What is the highest occupied orbital energy in the first record?

-6.5741 eV

> Which formula does entry 3 have?

C22H26F3N3PPt